1.
{
  "formula": "C36H31IrN4O3PS",
  "method": "ωB97M-V/def2-TZVPD",
  "elements": ["Ir", "C", "C", "C", "C", "C", "C", "N", "N", "C", "C", "C", "C", "C", "C", "H", "H", "H", "H", "H", "H", "H", "H", "H", "N", "C", "C", "C", "C", "C", "C", "P", "C", "C", "C", "C", "C", "C", "C", "C", "C", "C", "C", "C", "H", "H", "H", "H", "H", "H", "H", "H", "H", "H", "H", "H", "H", "H", "H", "H", "N", "C", "C", "C", "C", "C", "C", "S", "O", "O", "O", "H", "H", "H", "H", "H", "H"],
  "coordinates": [[0.667, -0.201, 0.487], [5.697, -2.890, -0.270], [4.513, -3.186, 0.383], [3.534, -2.212, 0.514], [3.738, -0.941, -0.002], [4.927, -0.639, -0.664], [5.897, -1.616, -0.793], [2.712, 0.064, 0.143], [3.096, 1.226, -0.113], [2.125, 2.215, -0.006], [2.497, 3.529, -0.266], [1.546, 4.526, -0.111], [0.262, 4.196, 0.299], [-0.092, 2.871, 0.557], [0.833, 1.845, 0.408], [6.463, -3.646, -0.379], [4.339, -4.174, 0.790], [2.610, -2.473, 0.997], [5.085, 0.347, -1.075], [6.818, -1.382, -1.309], [3.508, 3.751, -0.580], [1.806, 5.558, -0.302], [-0.475, 4.979, 0.423], [-1.111, 2.672, 0.875], [-1.449, -0.071, 0.716], [-2.242, -1.311, 0.707], [-3.549, -1.302, 1.162], [-4.284, -2.477, 1.107], [-3.720, -3.639, 0.592], [-2.409, -3.639, 0.140], [-1.656, -2.468, 0.198], [0.078, -2.352, -0.300], [0.127, -1.851, -2.031], [1.370, -1.707, -2.665], [1.433, -1.230, -3.962], [0.266, -0.875, -4.630], [-0.967, -1.001, -4.004], [-1.042, -1.488, -2.708], [0.768, -3.994, -0.063], [0.803, -4.491, 1.244], [1.339, -5.742, 1.497], [1.840, -6.502, 0.445], [1.795, -6.017, -0.853], [1.260, -4.761, -1.113], [-1.692, 0.468, 1.546], [-1.742, 0.510, -0.074], [-3.993, -0.394, 1.554], [-5.304, -2.486, 1.468], [-4.303, -4.549, 0.550], [-1.966, -4.548, -0.246], [2.283, -1.986, -2.150], [2.391, -1.137, -4.455], [0.319, -0.502, -5.644], [-1.873, -0.734, -4.531], [-2.010, -1.615, -2.239], [0.361, -3.924, 2.060], [1.354, -6.133, 2.505], [2.254, -7.482, 0.641], [2.172, -6.618, -1.669], [1.228, -4.388, -2.128], [1.160, -0.798, 2.386], [0.230, -0.467, 3.472], [-0.276, 0.816, 3.586], [-1.159, 1.100, 4.618], [-1.515, 0.098, 5.506], [-0.979, -1.179, 5.409], [-0.093, -1.462, 4.383], [-2.680, 0.451, 6.795], [-2.067, 0.030, 8.056], [-3.038, 1.827, 6.689], [-3.783, -0.505, 6.637], [1.279, -1.808, 2.394], [2.081, -0.413, 2.603], [0.047, 1.595, 2.906], [-1.568, 2.094, 4.741], [-1.250, -1.943, 6.125], [0.336, -2.454, 4.298]],
  "charge": 2,
  "lumo_ev": [-7.45, -8.23],
  "orbital_gap_ev": [6.6720, 5.8946],
  "total_energy_ha": -2678.47025,
  "spin_multiplicity": 2,
  "s2": 0.76,
  "de_lowest_kj_mol": 158.4
}

***

2.
{
  "formula": "C36H32Cl2N7O4S6Ta",
  "method": "ωB97M-V/def2-TZVPD",
  "elements": ["Ta", "N", "C", "S", "N", "N", "C", "C", "C", "C", "C", "C", "N", "H", "H", "H", "H", "H", "H", "H", "C", "C", "N", "C", "C", "C", "S", "N", "C", "O", "C", "C", "C", "C", "C", "C", "H", "H", "H", "H", "H", "H", "H", "H", "H", "H", "H", "H", "H", "H", "H", "O", "C", "S", "C", "C", "S", "S", "S", "Cl", "C", "C", "C", "C", "C", "Cl", "C", "N", "C", "C", "C", "C", "C", "C", "C", "C", "O", "O", "H", "H", "H", "H", "H", "H", "H", "H", "H", "H"],
  "coordinates": [[-0.816, 1.009, 0.257], [-1.547, 4.935, 2.456], [-1.023, 3.748, 2.067], [-2.066, 2.364, 2.036], [0.241, 3.707, 1.798], [0.717, 2.425, 1.527], [1.956, 2.336, 1.840], [2.854, 1.171, 1.856], [4.201, 1.414, 2.114], [5.079, 0.348, 2.188], [4.581, -0.934, 2.034], [3.218, -1.082, 1.811], [2.376, -0.064, 1.716], [-2.538, 5.061, 2.351], [-0.956, 5.745, 2.365], [2.403, 3.253, 2.217], [4.547, 2.429, 2.254], [6.132, 0.515, 2.370], [5.224, -1.801, 2.093], [2.780, -2.069, 1.701], [-0.319, -2.173, 5.433], [-0.212, -2.852, 4.075], [-1.429, -2.717, 3.285], [-2.431, -3.770, 3.472], [-2.282, -4.886, 2.449], [-1.641, -1.701, 2.435], [-0.474, -0.446, 2.426], [-2.802, -1.808, 1.742], [-3.218, -0.907, 0.900], [-2.549, 0.120, 0.515], [-4.551, -1.058, 0.282], [-4.927, -0.188, -0.740], [-6.165, -0.329, -1.345], [-7.029, -1.333, -0.931], [-6.656, -2.201, 0.088], [-5.418, -2.068, 0.692], [0.603, -2.320, 5.998], [-1.143, -2.590, 6.015], [-0.485, -1.103, 5.312], [-0.032, -3.922, 4.198], [0.617, -2.434, 3.506], [-3.419, -3.326, 3.412], [-2.297, -4.155, 4.485], [-2.454, -4.498, 1.446], [-3.004, -5.679, 2.648], [-1.282, -5.321, 2.488], [-4.242, 0.586, -1.062], [-6.453, 0.344, -2.142], [-7.996, -1.441, -1.405], [-7.332, -2.982, 0.409], [-5.108, -2.736, 1.483], [-3.279, 3.828, -5.801], [-2.843, 3.347, -4.794], [-2.667, 1.595, -4.534], [-1.983, 1.711, -2.930], [-1.815, 2.934, -2.420], [-1.066, 3.214, -0.878], [-2.305, 4.300, -3.394], [-1.424, 0.300, -2.105], [6.097, 0.967, -1.383], [4.683, 1.983, -1.536], [4.579, 3.084, -0.708], [3.449, 3.883, -0.777], [2.471, 3.594, -1.712], [2.613, 2.517, -2.569], [1.405, 2.295, -3.786], [3.713, 1.647, -2.492], [3.907, 0.563, -3.336], [2.909, -0.378, -3.741], [2.735, -0.578, -5.106], [1.798, -1.477, -5.578], [1.011, -2.185, -4.682], [1.196, -2.010, -3.323], [2.155, -1.127, -2.832], [2.339, -1.037, -1.327], [1.166, -0.365, -0.690], [1.149, 0.894, -0.518], [0.139, -0.996, -0.341], [5.380, 3.299, -0.017], [3.338, 4.739, -0.124], [1.588, 4.212, -1.802], [4.845, 0.194, -3.310], [3.331, 0.014, -5.788], [1.667, -1.610, -6.644], [0.257, -2.873, -5.040], [0.585, -2.562, -2.618], [3.240, -0.484, -1.068], [2.409, -2.045, -0.919]],
  "charge": 0,
  "lumo_ev": -0.80,
  "orbital_gap_ev": 6.1054,
  "total_energy_ha": -5442.06262,
  "spin_multiplicity": 1,
  "de_lowest_kj_mol": 94.7
}

***

Question: Which formula does entry 1 have?
Answer: C36H31IrN4O3PS